[1]
DFT (ωB97M-V/def2-TZVPD) results for 2 unconnected molecules or ions with the total composition C10H19NO6S at a distorted geometry.

Structure (XYZ):
```
37
Properties=species:S:1:pos:R:3
C 0.59 4.45 0.57
H 3.03 2.32 1.64
H 0.53 5.38 0.01
O -0.99 -0.94 -0.71
C 2.03 -2.41 -0.66
O -0.75 -3.59 -1.95
H -0.26 -3.88 0.15
H -1.52 -1.94 1.06
H 2.72 4.30 0.23
C 2.03 2.74 1.55
C -1.63 -2.07 -0.07
C 0.58 -3.18 -2.22
C -3.21 -1.96 -0.46
H -0.40 -0.47 -0.06
N -3.84 -0.84 0.30
C -1.09 -3.50 -0.55
O 0.81 -2.38 -3.15
H -3.67 -2.96 -0.11
O 0.20 0.93 0.99
H 1.50 2.65 2.50
H 1.22 -1.65 1.34
H 0.44 3.40 -1.34
C 2.02 4.18 1.06
H -0.89 3.05 -0.20
C 0.18 3.25 -0.29
O 2.01 1.41 -0.71
S 1.10 1.85 0.32
O 1.70 -3.62 -1.42
H -0.08 4.53 1.43
C 1.89 -2.39 0.77
H 2.38 -1.50 -1.25
H 2.31 4.88 1.85
H -3.41 0.07 0.04
H 2.53 -3.17 1.34
H -1.96 -4.24 -0.38
H -4.83 -0.81 -0.01
H -3.28 -1.87 -1.59
```

Its SMILES is C=COC(=O)OC[C@@H](O)CN.O=S1(=O)CCCC1. The energy above the lowest of the compared OMol25 structures with the same formula, charge and spin is 85.3 kcal/mol. As for the frontier orbital gap: 8.3 eV. As for the total energy: -1296.6343 hartree. Its spin multiplicity is 1. The calculation puts the LUMO energy at -0.01 eV.



[2]
DFT (ωB97M-V/def2-TZVPD) results for 2 unconnected molecules or ions with the total composition C10H19NO7P2S at a distorted geometry.

Structure (XYZ):
```
40
Properties=species:S:1:pos:R:3
H 4.53 1.91 -3.04
C 0.71 0.75 -0.17
H -1.74 0.85 -1.80
H 4.22 -1.18 1.42
O 2.29 3.92 -1.74
H -2.63 0.96 1.96
C 1.27 -0.33 -1.12
S -0.77 -3.69 0.98
H -3.91 0.35 -0.73
N -1.84 0.64 -0.80
O -3.31 -2.22 2.84
H 0.63 -0.33 -2.02
P -1.60 -2.15 0.17
O -5.21 -1.38 1.14
O 3.06 -2.91 0.07
C 2.63 -1.82 0.10
C 3.38 -0.73 0.88
H 1.28 0.88 0.76
H 3.69 0.07 0.19
O -4.58 -0.13 3.24
H 2.86 2.11 -3.62
C 3.25 3.11 -1.73
H -6.05 -1.21 1.59
C -2.94 0.38 -0.22
H 0.80 1.72 -0.71
C -0.77 0.61 0.22
C -2.75 0.08 1.30
H -0.66 -0.68 2.04
C 3.70 2.61 -3.12
H 2.26 0.03 -1.45
O 1.41 -1.62 -0.54
O 3.88 2.64 -0.75
P -4.03 -0.95 2.15
H -2.99 -2.31 -0.07
H -0.99 1.51 0.83
H -3.51 -2.13 3.79
H 4.01 3.46 -3.73
C -1.27 -0.54 1.14
H 2.69 -0.35 1.66
H -0.98 -1.94 -1.09
```

As for the frontier orbital gap: 3.8 eV. As for the total energy: -2054.7209 hartree. Its spin multiplicity is 1. The calculation puts the LUMO energy at -3.14 eV.



[3]
DFT (ωB97M-V/def2-TZVPD) results for C10H19NS2 in the gas phase at a distorted geometry.

Structure (XYZ):
```
32
Properties=species:S:1:pos:R:3
H -2.86 -0.59 1.48
S -0.91 -1.86 -0.70
C -1.15 -0.21 0.20
H -2.08 1.17 3.06
H 3.40 2.09 -0.05
C 0.93 -1.72 -0.61
H -0.96 2.15 -1.67
H 1.38 -1.86 -1.55
H -3.01 -1.31 -1.61
H 1.61 2.16 0.30
H 2.99 0.08 0.58
H -2.78 1.82 -2.25
H -2.35 1.40 0.20
H -0.51 1.10 2.26
C 1.06 -0.25 -0.15
C 2.42 0.30 -0.26
H -0.97 -0.05 3.55
H -1.45 0.71 -2.48
C -1.73 -0.60 1.65
H 1.10 -2.41 1.39
S -3.68 -0.24 -1.14
H 2.85 -0.15 -1.21
C -2.13 0.69 -0.55
C -1.31 0.41 2.71
C 1.47 -2.73 0.36
C -1.79 1.39 -1.80
H 2.29 2.12 -1.43
C 2.45 1.84 -0.35
H -1.39 -1.58 1.89
N 0.10 0.46 0.26
H 2.53 -2.65 0.37
H 1.11 -3.82 0.21
```

Its SMILES is CCC1=N[C@@](CC)([C@@H](C)S)S[C@@H]1C. The energy above the lowest of the compared OMol25 structures with the same formula, charge and spin is 0.0 kcal/mol. As for the frontier orbital gap: 9.3 eV. As for the total energy: -1243.4935 hartree. Its spin multiplicity is 1. The calculation puts the LUMO energy at 0.66 eV.



[4]
DFT (ωB97M-V/def2-TZVPD) results for a molecular structure, C10H19O22PS4Zr at a distorted geometry.

Structure (XYZ):
```
57
Properties=species:S:1:pos:R:3
O -1.58 -2.60 -2.16
O 0.90 -0.98 2.61
O -1.22 -4.11 1.07
C 2.51 0.35 -5.00
H 0.45 5.12 4.96
Zr 1.03 -0.03 0.80
H 4.61 -0.48 -5.16
O 0.73 1.66 -0.58
H -3.18 -3.04 -3.38
H -3.89 -0.39 -2.67
C -2.95 -2.41 -2.52
O -1.06 -1.66 0.89
O 2.90 -0.21 1.65
H -3.72 -2.58 4.09
O 3.00 -2.68 2.91
H -5.05 -2.48 1.56
H 3.28 -1.61 -5.39
H -3.50 -1.22 3.00
O 1.73 -1.96 0.76
H 0.88 3.22 6.28
O -1.87 -0.30 -2.50
C -3.41 -2.31 3.09
O -3.24 -2.69 0.84
O 2.68 -0.03 -1.46
H 1.58 -0.03 -5.44
H -3.03 -0.92 -4.12
H 2.60 3.43 5.87
P 2.34 -1.61 2.18
S -0.68 -1.37 -2.52
C -0.54 1.75 -0.47
O 1.54 2.19 4.62
H -0.93 2.93 -2.21
O 1.00 4.01 3.26
C -4.14 -2.95 1.92
C 3.60 -0.73 -4.84
H 2.14 5.22 4.49
H 2.87 1.19 -5.59
O 4.46 1.13 -2.68
C -1.39 2.65 -1.27
C 1.28 4.55 4.54
O -0.19 -1.48 -3.84
S 3.32 0.30 -2.66
H -4.28 -4.02 2.11
O 2.23 0.82 -3.68
S 1.82 2.66 3.15
C 1.59 3.35 5.47
H -1.52 3.61 -0.75
O 3.18 2.97 2.96
H -2.36 2.22 -1.47
O 1.16 1.77 2.28
O 0.19 -1.11 -1.46
H -3.61 -2.62 -1.69
O 3.58 -1.06 -3.45
O -1.02 0.99 0.43
C -3.03 -0.95 -3.03
O -2.06 -2.68 2.86
S -1.71 -2.82 1.33
```

The energy above the lowest of the compared OMol25 structures with the same formula, charge and spin is 0.0 kcal/mol. As for the frontier orbital gap: 8.0 eV. As for the total energy: -4029.0528 hartree. Its spin multiplicity is 1. The calculation puts the LUMO energy at 0.11 eV.



[5]
DFT (ωB97M-V/def2-TZVPD) results for C10H19PSi in the gas phase at a distorted geometry.

Structure (XYZ):
```
31
Properties=species:S:1:pos:R:3
H 0.14 -1.57 -3.04
H -0.71 2.49 -1.60
H -0.83 2.03 0.47
C 1.73 0.33 2.24
C -1.60 1.95 -2.01
H 0.59 -3.50 0.40
H 0.49 2.10 2.70
H 1.64 0.54 4.56
Si -1.29 0.06 -1.77
H 0.42 -1.32 1.46
H -2.31 -2.06 -2.62
H 1.15 -0.36 -2.31
H 0.33 0.04 -3.83
C 0.28 -0.50 -2.85
H -3.05 -0.51 -3.26
H 3.48 -0.24 1.22
H -0.18 0.41 2.87
C -0.55 0.06 0.12
C -0.24 -1.32 0.63
C 2.46 0.24 1.14
C -2.72 -1.12 -2.39
H -2.60 2.33 -1.55
C 2.16 -0.06 3.73
H 3.20 0.05 3.81
H 1.69 -1.06 3.76
H -1.66 2.25 -3.12
H -3.60 -0.99 -1.72
C 0.34 1.06 2.21
C -0.43 1.11 0.92
H 2.10 0.33 0.10
P -0.43 -2.76 -0.28
```

Its SMILES is [H]/P=C/C(=C\CC(=C)C)[Si](C)(C)C. The energy above the lowest of the compared OMol25 structures with the same formula, charge and spin is 32.2 kcal/mol. As for the frontier orbital gap: 8.1 eV. As for the total energy: -1023.1469 hartree. Its spin multiplicity is 1. The calculation puts the LUMO energy at -0.28 eV.



[6]
DFT (ωB97M-V/def2-TZVPD) results for 2 unconnected molecules or ions with the total composition C10H20 at a distorted geometry.

Structure (XYZ):
```
30
Properties=species:S:1:pos:R:3
H 2.79 2.55 -1.78
C -1.61 -5.27 2.33
H -2.36 4.65 -0.88
C 1.62 4.18 -0.83
C -0.16 -2.98 -0.31
H 0.80 -2.51 -0.53
H -1.84 4.37 -2.57
H 0.93 3.39 -0.46
H 0.39 -5.34 3.34
H 2.29 4.46 0.01
H -0.85 6.55 -1.72
C 0.81 5.44 -1.19
C -1.23 -4.73 1.16
H 1.65 3.36 -2.90
H -0.80 -2.25 0.22
H 0.76 -3.84 1.53
H -0.65 -3.25 -1.26
C -0.67 -5.57 3.53
C -0.50 5.54 -1.45
H -1.07 3.45 -1.23
H -0.75 -6.61 3.88
H 0.72 -4.96 0.14
H 1.39 6.37 -1.21
H -2.05 -4.54 0.45
C 0.16 -4.16 0.66
C 2.31 3.51 -2.02
C -1.49 4.43 -1.52
H 3.09 4.23 -2.30
H -2.65 -5.54 2.56
H -1.04 -4.90 4.33
```

Its SMILES is C/C=C\CC.C/C=C\CC. The energy above the lowest of the compared OMol25 structures with the same formula, charge and spin is 43.1 kcal/mol. As for the frontier orbital gap: 10.1 eV. As for the total energy: -392.9499 hartree. Its spin multiplicity is 1. The calculation puts the LUMO energy at 0.90 eV.



[7]
DFT (ωB97M-V/def2-TZVPD) results for 2 unconnected molecules or ions with the total composition C10H20 at a distorted geometry.

Structure (XYZ):
```
30
Properties=species:S:1:pos:R:3
C 2.50 0.79 1.05
H 2.75 -0.73 -1.89
C -1.99 0.78 -0.35
H 1.16 -0.81 0.77
H -1.10 -0.54 -1.99
H -1.24 1.49 -0.56
C 2.29 -0.65 0.38
H 2.92 -1.44 0.80
H 3.54 1.21 1.13
C 1.59 1.70 0.17
C 1.98 -0.40 -1.06
C 1.42 1.08 -1.12
H 2.17 2.74 0.13
H 0.96 -0.96 -1.32
H -1.72 -2.70 -0.47
H -3.26 -1.56 1.06
C -1.60 -1.59 -0.19
H -2.87 1.23 -0.40
H -1.77 -1.93 1.88
H 0.32 1.02 -1.48
C -1.90 -0.55 -1.24
H 0.68 1.84 0.71
H -0.95 0.42 1.73
H -0.54 -1.87 -0.22
H -2.71 0.67 1.88
H 2.09 0.54 2.18
C -2.21 -1.29 1.09
H 1.95 1.39 -2.05
H -2.96 -0.60 -1.64
C -1.98 0.22 1.23
```

Its SMILES is C1CCCC1.C1CCCC1. The energy above the lowest of the compared OMol25 structures with the same formula, charge and spin is 80.8 kcal/mol. As for the frontier orbital gap: 11.0 eV. As for the total energy: -392.8899 hartree. Its spin multiplicity is 1. The calculation puts the LUMO energy at 1.04 eV.



[8]
DFT (ωB97M-V/def2-TZVPD) results for 2 unconnected molecules or ions with the total composition C10H20BBrF3IN3O6PS at a distorted geometry.

Structure (XYZ):
```
47
Properties=species:S:1:pos:R:3
C -2.03 0.99 1.58
H -2.64 -3.06 1.29
H 1.91 2.41 2.19
F 1.16 3.56 4.82
O 4.98 -2.46 -3.69
F 2.76 4.43 3.51
O -0.16 2.30 2.75
H -0.51 0.23 -4.14
O -2.32 -2.42 1.95
S -2.98 1.36 -2.45
H 1.89 0.13 -3.66
C 0.46 -3.39 1.21
H 0.54 -1.51 2.36
H -4.64 -0.64 -1.23
B -1.43 -1.45 1.31
C -0.75 0.08 -1.93
H 0.86 3.70 1.46
H 1.22 -3.70 2.01
O 3.80 -2.07 -1.52
I -0.36 2.24 -2.11
H 1.56 -1.70 -3.90
H 0.92 -3.67 0.21
C 1.42 4.06 3.56
N -4.09 -0.54 -0.37
C -2.71 -0.29 -0.45
C 1.01 3.07 2.39
H 0.04 1.32 0.86
C -0.26 -0.54 -3.34
O 6.28 -2.50 -1.55
H -2.14 0.68 2.68
H 1.68 -0.99 -2.19
N -2.23 -0.17 -1.86
H -0.83 -1.51 -3.47
H -3.72 1.87 -1.38
F 0.68 5.25 3.40
H -0.99 2.82 0.83
H -0.13 -0.43 -1.14
C -0.73 1.91 1.47
C 0.15 -1.83 1.33
N -1.88 -0.18 0.70
P 5.11 -1.84 -2.29
H -0.43 -4.07 1.37
H -2.92 1.62 1.29
Br -5.05 -0.70 1.21
H 0.78 -1.27 0.58
C 1.34 -0.78 -3.26
O 5.37 -0.34 -2.42
```

As for the frontier orbital gap: 1.7 eV. Its net charge is -2. As for the total energy: -4944.2336 hartree. Its spin multiplicity is 1. The calculation puts the LUMO energy at 2.09 eV.



[9]
DFT (ωB97M-V/def2-TZVPD) results for a molecular structure, C10H20BiN2PS at a distorted geometry.

Structure (XYZ):
```
35
Properties=species:S:1:pos:R:3
C 1.54 0.13 5.13
C -1.36 -0.50 4.46
N -1.02 0.56 3.53
H -3.13 0.84 3.25
N 1.35 0.32 3.71
H -2.22 0.99 1.75
C 1.00 0.48 -2.08
H -0.77 -0.74 -2.86
H -2.32 1.21 -1.63
S 0.54 2.00 1.84
C -0.33 2.15 -1.03
C 0.23 0.80 3.16
H -2.43 -0.70 4.44
H 1.13 -3.08 -0.07
H 1.64 -0.94 5.32
C 2.61 0.12 2.88
H -0.83 -1.42 4.19
C -2.19 1.21 2.82
H -2.17 2.29 2.97
C -1.22 1.15 -1.65
H 1.89 -0.07 -2.44
Bi -0.01 0.08 0.29
H -0.15 -2.68 1.85
C -0.39 0.16 -2.33
H -0.66 2.97 -0.35
P -0.06 -2.59 0.44
C 1.05 1.70 -1.26
H 2.47 0.61 5.48
H -1.11 -0.18 5.47
H 2.43 -0.62 2.09
H 1.97 2.21 -0.90
H 3.41 -0.29 3.52
H -1.20 -3.05 -0.22
H 0.71 0.55 5.67
H 2.99 1.04 2.44
```

The energy above the lowest of the compared OMol25 structures with the same formula, charge and spin is 59.9 kcal/mol. As for the frontier orbital gap: 4.5 eV. As for the total energy: -1456.3985 hartree. Its spin multiplicity is 1. The calculation puts the LUMO energy at 0.35 eV.



[10]
DFT (ωB97M-V/def2-TZVPD) results for a molecular structure, C10H20Cl10 at a distorted geometry.

Structure (XYZ):
```
40
Properties=species:S:1:pos:R:3
C -0.18 1.16 3.65
H -1.55 5.09 -1.72
C -1.36 3.01 -2.12
H 1.10 -3.54 0.35
Cl -0.34 3.33 1.99
C -1.14 1.87 2.65
Cl 2.40 0.39 1.43
Cl -1.57 1.35 -1.45
H -2.05 4.05 -0.29
H -1.21 1.17 1.81
H -0.43 -3.07 -1.60
H 0.63 0.57 3.22
C -2.10 4.22 -1.37
H -1.25 -1.55 0.52
Cl 0.58 -2.24 -0.68
C -0.79 -1.15 -0.38
C 0.29 -4.18 0.01
H -0.74 -4.84 -1.74
H -2.11 2.00 3.13
H 2.79 -1.61 0.34
Cl 3.03 -1.50 -2.43
Cl 0.17 0.65 1.29
H 1.38 -0.19 -1.27
C -0.49 0.37 -0.26
H -1.42 0.93 -0.21
C -0.02 -4.07 -1.46
H -1.73 2.92 -3.14
H -0.73 0.44 4.26
C 3.12 -0.60 0.10
H -1.55 -1.32 -1.13
C 2.46 -0.31 -1.24
Cl 0.55 2.20 4.88
H 2.94 0.63 -1.53
Cl -3.91 4.26 -1.54
Cl -1.16 -4.20 1.07
Cl 1.56 -4.30 -2.32
H 0.66 -5.18 0.23
H 0.24 0.71 -0.99
H 4.20 -0.53 0.13
H -0.27 3.08 -2.21
```

The energy above the lowest of the compared OMol25 structures with the same formula, charge and spin is 516.1 kcal/mol. As for the frontier orbital gap: 7.2 eV. As for the total energy: -4994.1418 hartree. Its spin multiplicity is 1. The calculation puts the LUMO energy at 0.27 eV.



[11]
DFT (ωB97M-V/def2-TZVPD) results for a molecular structure, C10H20CsO5.

Structure (XYZ):
```
36
Properties=species:S:1:pos:R:3
C -1.36 -2.09 0.93
H 3.65 -0.90 -0.07
C 0.81 2.15 -1.61
H 1.52 -0.30 -1.28
O 1.50 1.60 -0.49
H 0.53 -3.50 2.02
H -0.98 0.03 -0.80
H -1.66 -3.14 1.02
H 1.09 -2.21 3.10
O 2.10 -0.66 1.30
C 2.22 0.43 -0.87
C -2.03 0.34 -0.71
C -0.21 3.18 -1.16
H -2.62 -0.24 -1.44
H 3.56 0.65 0.79
H 1.52 2.65 -2.28
C -2.19 1.80 -1.06
H 2.95 0.66 -1.66
O -0.55 -1.72 2.03
H -0.59 3.67 -2.06
H -0.81 -1.99 -0.01
H -2.09 1.91 -2.15
H -3.19 2.13 -0.79
H -3.30 -1.77 0.18
C 0.69 -2.42 2.11
O -2.50 0.09 0.61
H -3.13 -1.34 1.88
H 1.30 -2.11 0.05
H 0.27 3.93 -0.53
H 0.33 1.35 -2.17
C 1.70 -2.00 1.06
C 2.97 -0.13 0.31
C -2.65 -1.29 0.91
Cs -0.14 1.26 2.06
O -1.27 2.65 -0.38
H 2.57 -2.67 1.15
```

The energy above the lowest of the compared OMol25 structures with the same formula, charge and spin is 0.0 kcal/mol. As for the frontier orbital gap: 11.0 eV. Its net charge is +1. As for the total energy: -789.1501 hartree. Its spin multiplicity is 1. The calculation puts the LUMO energy at -2.34 eV.



[12]
DFT (ωB97M-V/def2-TZVPD) results for 2 unconnected molecules or ions with the total composition C10H20N2O2 at a distorted geometry.

Structure (XYZ):
```
34
Properties=species:S:1:pos:R:3
C -0.30 -0.13 0.15
H -0.04 -2.66 -0.52
C -1.15 -1.26 -2.47
H -3.13 -1.90 0.90
C -2.49 -0.92 1.06
H -2.72 -0.20 -1.35
H 0.80 -0.55 -3.15
H -0.85 -2.30 -2.62
H 2.47 -0.85 -1.57
O 1.40 3.89 2.04
C 0.11 -0.33 -2.31
H 4.12 2.21 1.87
C -2.06 -1.09 -1.30
H -0.82 0.88 -0.01
C 3.10 1.96 2.16
H 2.99 0.84 2.25
C 2.24 2.12 0.86
H 0.12 -0.14 1.10
N 1.25 2.97 1.00
H -3.11 0.05 0.95
H -0.16 -2.44 1.31
H 0.80 4.65 1.90
O 0.25 3.13 0.28
N 1.94 -0.63 -0.77
H -0.10 0.70 -2.37
H -2.69 -1.93 -1.33
C -1.43 -1.13 0.13
H -1.75 -1.19 -3.30
H -1.47 -3.47 0.34
C -0.78 -2.55 0.43
H 2.62 2.26 3.08
H -2.12 -0.89 2.11
C 0.71 -0.41 -1.01
H 2.24 1.30 0.18
```

Its SMILES is [H]/N=C1\CCCC(C)(C)C1.C/C=[N+](/[O-])O. The energy above the lowest of the compared OMol25 structures with the same formula, charge and spin is 162.7 kcal/mol. As for the frontier orbital gap: 9.3 eV. As for the total energy: -652.8272 hartree. Its spin multiplicity is 1. The calculation puts the LUMO energy at 0.78 eV.